(1)
C53H66Br2Cl2N5O2RbS | wB97M-V/def2-TZVPD

Structure (ORCA input):
```
! wB97M-V def2-TZVPD RIJCOSX def2/J DEFGRID3
* xyz -2 1
Rb 0.10724 0.72297 0.47313
Br 3.13182 8.55454 -0.04417
Br 1.93937 5.00114 4.19135
Cl -3.89431 3.21795 3.19986
Cl -2.19724 1.00665 2.28942
S -3.15639 0.86232 -1.54034
O 0.78174 3.34353 1.91816
O -2.36980 2.11725 -1.46817
N 1.71135 -0.64616 2.17651
N 2.20640 -0.41074 -0.70508
N 1.02109 3.72315 -0.80043
N -0.52895 -1.39480 -1.23158
N -0.97977 -1.72387 1.66124
C 2.01760 6.09943 -1.81888
C -4.87757 1.37914 -1.10184
C -3.50650 0.57868 -3.34155
C 4.53752 -1.05666 -4.51151
C 1.94019 5.35970 2.31545
C -1.46337 -4.26578 5.29513
C -0.93400 -1.86509 2.99710
C 1.34302 4.36854 1.48532
C 3.39568 0.01968 -0.25864
C 4.81089 0.32909 4.03418
C 1.32023 -0.85553 3.44516
C -2.78897 -2.98358 2.35104
C -2.38402 -2.55531 -0.13433
C 0.16116 -3.27855 -5.25299
C 2.63701 -2.07606 6.34091
C 1.18903 -0.80782 -2.87348
C -2.87674 -4.83115 -2.99132
C 2.37067 -0.64184 5.86339
C 0.62228 2.77500 -2.97107
C 2.46272 6.56253 1.86772
C 3.97161 0.24980 -3.93919
C -0.05708 -1.33047 -2.49273
C 2.46519 6.84327 0.52405
C 2.23647 -0.38828 -2.04819
C 3.76018 0.10731 1.09030
C -1.98234 -2.50632 -2.63168
C 1.08575 3.90601 -2.10078
C -3.08885 1.75366 -4.20785
C -3.16389 -3.32613 -3.05510
C 1.57482 5.10682 -2.65024
C 3.54087 0.09882 -2.51271
C -0.79600 -2.13478 -4.89077
C -5.82116 0.19471 -0.93137
C 1.45032 4.67629 0.04541
C 6.71306 -0.19290 -1.03562
C -1.65808 -2.12795 -1.25499
C -0.98249 -1.99824 -3.40921
C -4.01488 -3.84769 2.27836
C 5.66110 0.89323 -1.29240
C 0.09257 -1.39803 3.82716
C 1.98632 5.91326 -0.42245
C -5.55555 -0.58741 0.35202
C 3.45560 -0.13361 3.59602
C -2.32302 -3.06215 4.88167
C 2.41402 -0.52681 4.37036
C -4.03689 2.94905 -4.15570
C 4.26746 0.35603 -1.39020
C 2.98367 -0.21433 2.20757
C -2.06043 -2.39335 1.21681
C -2.07498 -2.65268 3.46163
C 4.89039 1.85974 4.11269
C -2.23778 2.68144 2.82683
C -5.27284 -3.22654 2.90825
H -0.39907 -1.19928 -5.29629
H -2.91139 -0.30018 -3.58414
H 1.12539 -3.12320 -4.76761
H 6.76643 -0.88446 -1.87870
H 1.60793 5.23044 -3.72617
H 1.27523 1.91167 -2.83133
H -5.22269 2.06506 -1.87596
H -0.37633 2.47236 -2.65331
H -2.99169 1.40094 -5.23818
H -6.85227 0.56136 -0.92407
H -4.01254 -3.10276 -2.40145
H -4.76222 1.92843 -0.16491
H 5.70532 1.62752 -0.48354
H 3.64056 -2.39002 6.04772
H 2.40119 7.02435 -2.22943
H 5.56637 -0.03513 3.33250
H -2.10185 2.08260 -3.87852
H 5.05199 -0.09937 5.01208
H -5.05963 2.65633 -4.41195
H -1.57381 -4.48093 6.36208
H 5.41999 -1.36454 -3.94824
H -2.03756 -5.08443 -3.63992
H -0.41256 -4.06423 5.08477
H -5.73296 -0.47496 -1.79411
H 1.39330 -0.31615 6.22877
H -3.46914 -3.05335 -4.07142
H -1.75412 -5.15276 4.72902
H 3.12178 0.56748 -4.54997
H 7.70225 0.24985 -0.88901
H -1.64036 2.77879 3.72441
H -5.75854 0.03695 1.22513
H -3.72012 3.71917 -4.86223
H 0.61396 3.05288 -4.02680
H 5.91438 1.42096 -2.21637
H 4.67943 2.30066 3.13775
H 0.31694 -3.34669 -6.33376
H -6.19582 -1.46993 0.39950
H 4.76840 0.45688 1.29032
H -3.74361 -5.42451 -3.29768
H -3.81629 -4.80415 2.77497
H -3.26672 -3.15088 -0.34486
H -4.22518 -4.08138 1.23339
H 4.14411 2.24447 4.80894
H -6.17244 -3.72705 2.53844
H -4.51590 -0.90982 0.40394
H 2.86476 7.27257 2.57718
H -2.60068 -5.11222 -1.97391
H 3.11497 0.02751 6.30360
H 1.92571 -2.76315 5.88063
H 5.87990 2.19172 4.44142
H -5.34041 -2.16790 2.66560
H -2.10797 -2.22385 5.55004
H -3.37725 -3.31352 5.01724
H 1.38832 -0.78739 -3.94221
H -0.05840 -1.53641 4.89431
H -4.03198 3.39177 -3.15967
H -1.76475 -2.30627 -5.37277
H -4.56610 0.33502 -3.44859
H 4.73135 1.03305 -4.01255
H 6.45425 -0.76990 -0.14668
H -1.83978 3.31197 2.04018
H -5.26373 -3.31829 3.99506
H -0.23527 -4.23020 -4.89754
H 2.54969 -2.15508 7.42877
H 4.81725 -0.94421 -5.56340
H 3.79739 -1.85435 -4.42810
*
```

Its HOMO energy is -1.2 eV. The LUMO energy comes out at 3.548 eV. The calculation puts the energy above the lowest of the compared OMol25 structures with the same formula, charge and spin at 61.73 kJ/mol. For the frontier orbital gap, the calculation gives 4.8 eV.

***

(2)
C53H67N5O2S | wB97M-V/def2-TZVPD

Structure (ORCA input):
```
! wB97M-V def2-TZVPD RIJCOSX def2/J DEFGRID3
* xyz 0 1
S 5.25897 1.21155 3.12236
O 0.43858 1.85048 2.43190
O 2.36353 -2.37932 1.56528
N 2.56850 1.35096 3.11768
N 3.45950 -0.78848 2.83192
N -5.04350 0.19502 3.42755
N 2.06528 -1.08876 -1.74197
N 1.35290 -3.25504 -1.75485
C 1.31810 0.99283 2.54471
C -0.31279 -6.88466 -3.33664
C 2.67400 -3.20878 -1.29648
C -0.99191 2.05624 -2.07456
C -1.46838 -0.56066 3.18328
C -2.62898 -4.00046 -4.49549
C 3.71205 0.57180 2.99535
C 1.71952 0.72018 -5.22430
C 0.08446 -0.85128 1.30506
C -1.95258 -5.82949 0.25236
C 4.60687 -1.69221 2.98416
C -5.27892 0.14519 4.86438
C 4.85527 0.01796 -3.23209
C 2.74329 2.76442 3.47413
C 2.33682 -2.84612 -4.52732
C -0.34788 -1.45364 -2.02044
C -3.81360 -0.02594 2.88531
C 1.11677 -4.92478 -3.59542
C 2.28552 -4.35913 -4.47889
C 1.14478 3.30519 -1.79131
C 2.35957 -1.25053 2.07512
C -2.71167 -0.33052 3.72941
C 2.26349 0.07620 -2.59314
C 5.59040 0.90073 -4.25501
C 0.74602 1.30648 -0.46612
C -2.59240 -2.54038 -2.57106
C -1.29800 -2.09116 -2.94681
C 2.94891 0.16588 -4.88000
C 2.15811 -4.79832 -5.94628
C -1.56640 -3.27163 -5.05088
C 1.20529 -0.37303 1.98235
C 5.39733 -1.39864 -3.41578
C 0.51339 1.90927 -1.82232
C 0.72138 -4.46254 -2.30610
C 5.16992 0.59305 -1.84908
C 3.34274 0.05686 -3.53365
C 0.89132 1.21188 -4.21785
C -0.96724 -2.25200 -4.31696
C -3.18147 -3.59980 -3.27250
C 0.40424 -5.41725 0.92120
C 3.60713 -4.93262 -3.95259
C -0.51637 -6.54242 -2.01666
C 1.20412 1.00791 -2.87201
C -6.10666 0.73731 2.61219
C -0.68785 -5.02143 -0.07768
C 0.94760 -1.92454 -1.89814
C -2.35621 -0.24612 0.94080
C -3.60792 0.00877 1.47751
C -0.15449 -5.28669 -1.52444
C 0.48345 -6.06388 -4.11212
C 3.09255 -1.93209 -1.28976
C -1.07832 -3.58088 0.11878
C -1.25430 -0.55284 1.77963
H 0.68405 3.89710 -0.98989
H 6.65003 0.96293 -3.98197
H 5.28025 -1.66688 2.11440
H 5.17797 -1.34937 3.85046
H -1.25107 -3.32705 1.16759
H -1.50032 1.09628 -2.20292
H 3.21451 -4.08643 -0.97054
H -0.23629 -1.56925 -4.76396
H 1.34846 -2.41922 -4.70464
H 5.10570 -1.79834 -4.39716
H 2.99728 -2.49328 -5.33556
H 4.21663 -2.69586 3.15594
H -0.26632 -2.96989 -0.23812
H 1.42125 0.81743 -6.26843
H -4.66648 0.88713 5.39891
H -2.72198 -5.69475 -0.51738
H 4.03517 -1.55315 -0.93496
H 1.77171 1.42634 -0.10684
H -0.49253 -0.40933 -1.77839
H 5.03170 -2.08248 -2.64550
H 2.21817 3.23562 -1.57661
H -2.37861 -5.48644 1.20552
H 0.65860 -6.47892 0.79612
H -1.21378 -3.48818 -6.06163
H 6.22454 0.40398 -1.61036
H 3.44467 2.82533 4.30587
H 2.31807 -5.87571 -6.06742
H 4.46215 -4.60792 -4.56247
H -7.01220 0.73790 3.22307
H -5.08060 -0.85587 5.27025
H 3.56774 -6.02934 -3.98845
H 0.06271 1.72200 0.27495
H -6.26190 0.10974 1.72522
H 1.17944 -4.52711 -6.36021
H -6.33186 0.38607 5.03232
H -0.62204 -0.78642 3.83706
H 4.55506 0.18229 -1.04767
H 5.17502 1.91524 -4.26618
H 1.30634 -4.81292 0.78020
H 3.62531 -0.13637 -5.68209
H -2.18645 -0.20380 -0.13805
H -1.00524 -7.28008 -1.38266
H 0.05473 -5.26881 1.95224
H -3.02816 -4.87586 -5.01668
H -1.46079 2.55641 -1.21610
H -5.87896 1.76891 2.29475
H 1.00346 3.82498 -2.74361
H -0.73624 -7.80996 -3.72808
H 3.17493 3.32538 2.63823
H 3.79856 -4.63105 -2.91814
H 4.99625 1.67647 -1.86310
H 0.65323 -6.37492 -5.13855
H -1.74391 -6.89656 0.37714
H 2.71404 -2.40609 -3.61226
H 5.53180 0.49015 -5.26826
H 2.92442 -4.30451 -6.55945
H -4.44942 0.22571 0.81662
H 0.59343 0.23617 -0.52729
H 0.25234 -1.49919 0.44619
H -3.07539 -2.09033 -1.69658
H 6.49522 -1.37794 -3.35865
H 1.76857 3.17224 3.73661
H -2.86138 -0.38832 4.81059
H -1.96644 -3.30373 -0.44977
H -1.17512 2.66365 -2.96722
H -4.06288 -4.11593 -2.87010
H -0.00711 1.76302 -4.49034
*
```

The structure (SMILES) is CC(C)(C)c1cccc(C(C)(C)C)c1N1C=CN(c2c(C(C)(C)C)cccc2C(C)(C)C)C1=Cc1ccccc1.CN1C(=O)C(=Cc2ccc(N(C)C)cc2)C(=O)N(C)C1=S. Its HOMO energy is -6.7 eV. The LUMO energy comes out at -0.826 eV. For the frontier orbital gap, the calculation gives 5.9 eV.

***

(3)
C53H69N7O5PW | wB97M-V/def2-TZVPD

Structure (ORCA input):
```
! wB97M-V def2-TZVPD RIJCOSX def2/J DEFGRID3
* xyz 3 3
W 0.97963 -0.54140 -0.98363
P -0.67210 0.82429 -2.48431
O 1.85527 0.18299 0.60359
O -0.42144 -2.01933 -0.94931
O 6.17849 -4.29867 4.09020
O 3.38792 -0.53717 -2.61799
O 6.40721 -2.14556 4.58895
N 2.40016 -2.18079 -0.50911
N -0.53535 0.09755 0.29541
N -2.64666 2.71018 -2.73892
N -1.30132 2.24692 -4.70713
N 2.17962 1.57239 -1.67344
N -2.97271 0.63005 -3.95333
N 1.19512 -1.94907 -2.88574
C 1.21987 1.10254 1.34616
C -2.35292 -4.23302 -0.96548
C -2.26654 1.21796 -5.09427
C -1.65977 -0.64612 0.42634
C -3.73419 -1.39511 1.33670
C -2.76681 -0.42455 1.25336
C 3.18968 4.16757 -1.99794
C 5.36953 -2.02577 1.69376
C -4.99034 -2.42398 3.21516
C -1.53305 -1.88698 -0.30384
C 2.77083 -3.02857 1.75334
C 3.58211 0.50923 3.28945
C 0.68266 -2.86016 -5.03986
C -2.20299 -3.96811 -2.47197
C 1.17018 -4.09910 -4.67335
C -0.13707 1.70928 -4.02833
C -1.15991 4.10920 3.30875
C -2.10006 -0.18221 -3.12520
C 3.23385 -2.30330 0.66655
C 2.01583 3.94633 -1.28897
C 3.33430 1.85867 2.59604
C -0.55457 5.46695 2.92341
C -0.97580 2.10381 1.75390
C -4.96491 0.06197 2.98794
C 5.88378 -3.16460 3.88494
C -3.57248 -5.13399 -0.76150
C 1.84657 1.95109 2.27601
C 4.93111 -2.77734 2.77816
C 4.18034 1.96302 1.31817
C 4.04164 0.65342 -2.99438
C -3.60383 1.69755 -3.17681
C -6.20663 -1.30771 1.31032
C -1.70569 2.20536 -1.76000
C 0.71516 -1.82280 -4.11833
C -1.05927 3.90799 4.83000
C 3.84035 3.07436 -2.52742
C -1.11458 -4.96989 -0.42842
C -1.97602 3.27195 -3.91170
C -4.95890 -1.25533 2.21307
C 4.51679 -1.78069 0.62718
C 1.70926 -3.15446 -2.54662
C 1.56667 2.65406 -1.14935
C -3.58216 -2.61682 0.58043
C 3.31001 1.79930 -2.35786
C 1.00802 2.87695 2.86824
C 1.70993 -4.24175 -3.40186
C 2.38389 -3.20858 -1.26329
C 3.78092 2.97571 3.54213
C -0.37935 2.99930 2.61629
C -2.63669 4.10174 2.91367
C -2.51763 -2.91326 -0.21751
C 3.63228 -3.26884 2.81292
C -0.17244 1.13572 1.14194
H -3.13178 3.17319 3.21044
H -1.46847 2.94102 5.12743
H -3.07990 -3.45132 -2.86792
H 0.28024 -2.67926 -6.02686
H -1.31306 -3.37777 -2.69752
H 6.38844 -1.65939 1.66512
H -2.84065 0.46667 1.84889
H 2.13857 -5.18287 -3.08315
H 3.85305 -1.29623 -2.98928
H 3.05414 0.46286 4.24317
H -2.11843 -4.91988 -2.99803
H -7.09678 -1.22137 1.93343
H -0.61955 5.63646 1.84624
H -5.85332 -2.30333 3.86969
H -5.08960 -3.39479 2.72903
H -3.15144 4.91612 3.42177
H 3.63687 3.96452 3.10265
H 0.43363 1.07469 -4.70779
H -3.70565 -5.41098 0.28553
H 2.95864 -4.09535 -1.00754
H 4.02655 0.78243 -4.08150
H 1.43960 3.58111 3.56348
H 0.49048 5.55214 3.22363
H 6.00645 -1.30281 4.34295
H -0.99053 -5.91194 -0.96416
H -6.28879 -2.24467 0.75872
H -2.67295 -0.56033 -2.27251
H -3.43211 -6.05712 -1.32288
H -2.02340 2.19274 1.51765
H 4.76263 3.19062 -3.08216
H 3.26307 2.93710 4.50138
H 4.85266 -1.22251 -0.23760
H -1.62649 4.68731 5.33907
H 1.46100 4.75892 -0.84065
H -4.49004 -4.66761 -1.12512
H -0.20321 -4.38329 -0.55640
H -4.99300 0.92651 2.32011
H -4.09434 -2.43658 3.83752
H 0.52288 2.52987 -3.73458
H -0.03053 3.96820 5.18643
H 4.84510 2.86062 3.74803
H -4.10094 0.14819 3.65119
H 1.15435 -4.93392 -5.36107
H -4.35356 2.18275 -3.80112
H 0.67019 2.46963 -0.57790
H -2.25011 1.81979 -0.89485
H 1.76412 -3.42927 1.75859
H -1.75922 0.43047 -5.65558
H 3.95477 1.17050 0.60576
H 3.26442 -0.33066 2.67183
H 5.08505 0.66384 -2.66744
H 4.02674 2.93049 0.83415
H -1.22982 -5.20416 0.63093
H -2.77636 4.25354 1.84002
H -3.00533 1.67611 -5.75134
H -4.10513 1.26611 -2.30830
H 5.23666 1.89258 1.58142
H 4.65195 0.41052 3.48676
H -2.72630 3.75412 -4.53754
H -6.21332 -0.48202 0.59678
H -1.75806 -1.05377 -3.68514
H -5.85579 0.10842 3.61245
H 0.34641 -0.85021 -4.40388
H -1.10166 6.26729 3.42157
H -4.36695 -3.34918 0.69538
H -1.25267 4.02602 -3.59788
H 3.58510 5.16557 -2.13126
H -1.06985 3.02581 -1.42684
H 3.31060 -3.87258 3.65129
*
```

Its HOMO energy (spin up / spin down) is -15.6 / -15.6 eV. The LUMO energy (spin up / spin down) comes out at -9.588 / -10.420 eV. The calculation puts the energy above the lowest of the compared OMol25 structures with the same formula, charge and spin at 38.35 kJ/mol. For the frontier orbital gap (spin up / spin down), the calculation gives 6.0 / 5.2 eV.

***

Strongest force on any atom values, unit eV/A, following the record order: 1.11; 2.07; 0.79.
Total energy values, unit Eh, following the record order: -8974.245292; -2882.081784; -3228.158089.